No. 1
ORCA calculation (ωB97M-V/def2-TZVPD) on a molecular structure, C31H43CeCl2O2P3S at a distorted geometry.

Last column: Mulliken charge in e.
Cartesian coordinates (Å):
1 P -1.40 -2.63 0.07  0.267
2 C -3.11 -3.33 0.05  0.180
3 C -3.67 -4.01 -1.04  0.113
4 H -3.12 -4.12 -1.97  0.303
5 C -4.95 -4.56 -0.92  -0.659
6 H -5.38 -5.10 -1.77  0.411
7 C -5.69 -4.42 0.26  -0.512
8 H -6.69 -4.85 0.34  0.387
9 C -5.13 -3.73 1.34  -0.682
10 H -5.69 -3.62 2.26  0.396
11 C -3.85 -3.17 1.24  -0.144
12 H -3.42 -2.62 2.07  0.362
13 C -0.95 -2.84 -1.70  0.563
14 C -1.33 -1.82 -2.58  -0.590
15 H -1.83 -0.93 -2.19  0.555
16 C -1.09 -1.94 -3.95  -0.611
17 H -1.42 -1.15 -4.63  0.446
18 C -0.45 -3.07 -4.46  -0.631
19 H -0.26 -3.17 -5.53  0.412
20 C -0.04 -4.09 -3.58  -0.630
21 H 0.46 -4.98 -3.97  0.428
22 C -0.29 -3.98 -2.21  -0.236
23 H 0.03 -4.78 -1.54  0.326
24 C -0.49 -4.05 0.81  -0.038
25 C -1.05 -5.33 1.00  -0.225
26 H -2.09 -5.51 0.75  0.315
27 C -0.26 -6.36 1.51  -0.635
28 H -0.70 -7.35 1.65  0.420
29 C 1.08 -6.14 1.84  -0.575
30 H 1.69 -6.95 2.23  0.384
31 C 1.63 -4.86 1.67  -0.659
32 H 2.67 -4.69 1.92  0.404
33 C 0.85 -3.82 1.17  -0.042
34 H 1.27 -2.81 1.07  0.228
35 Ce 0.07 2.91 1.76  0.699
36 C 1.84 3.01 0.15  -0.064
37 C 2.12 2.01 -0.70  -0.639
38 H 2.41 3.95 0.17  0.196
39 C 1.25 0.76 -0.78  1.036
40 O 2.12 -0.35 -0.49  -0.539
41 H 1.61 -1.18 -0.49  0.213
42 C 0.10 0.75 0.17  -1.145
43 H 0.84 0.67 -1.81  0.263
44 C -0.93 0.44 0.78  -0.148
45 Cl 0.89 5.36 1.98  -0.412
46 Cl -2.31 3.23 2.74  -0.356
47 P -1.43 4.18 -0.49  0.882
48 C -2.20 5.78 -0.01  -1.156
49 H -1.40 6.50 0.18  0.354
50 H -2.76 5.63 0.92  0.336
51 H -2.87 6.15 -0.81  0.415
52 C -0.70 4.57 -2.11  -1.179
53 H -0.23 3.66 -2.51  0.235
54 H 0.09 5.33 -1.97  0.345
55 H -1.45 4.95 -2.82  0.434
56 C -2.89 3.17 -0.94  -0.992
57 H -3.50 3.01 -0.04  0.346
58 H -2.53 2.18 -1.29  0.149
59 H -3.48 3.66 -1.72  0.429
60 P 3.65 2.03 -1.68  1.497
61 C 4.27 3.70 -1.86  -1.296
62 C 3.23 1.37 -3.29  -1.329
63 H 4.45 4.15 -0.88  0.466
64 H 3.55 4.32 -2.43  0.394
65 H 5.21 3.64 -2.42  0.415
66 H 2.78 0.38 -3.19  0.346
67 H 4.17 1.30 -3.87  0.473
68 H 2.54 2.05 -3.81  0.417
69 C 4.89 1.00 -0.91  -1.264
70 H 5.26 1.48 0.01  0.404
71 H 5.72 0.87 -1.62  0.447
72 H 4.44 0.03 -0.66  0.345
73 H -1.76 -0.20 1.06  0.672
74 C 2.47 1.92 5.81  -0.980
75 S 0.90 2.54 5.19  0.455
76 C 1.19 4.30 5.46  -0.885
77 O 1.09 2.33 3.64  -0.478
78 H 2.56 2.22 6.86  0.440
79 H 3.29 2.31 5.21  0.317
80 H 2.42 0.83 5.75  0.360
81 H 2.09 4.63 4.93  0.291
82 H 0.31 4.85 5.08  0.301
83 H 1.28 4.44 6.54  0.454

Results
Total charge   +2
Total energy   -113601.587 eV

No. 2
ORCA calculation (ωB97M-V/def2-TZVPD) on 6 unconnected molecules or ions with the total composition C24H30F18O12 at a distorted geometry.

Last column: Mulliken charge in e.
Cartesian coordinates (Å):
1 C 14.27 -4.76 23.02  -1.324
2 C 14.23 -3.77 21.91  0.072
3 O 15.42 -3.86 21.19  -0.345
4 C 15.57 -2.88 20.32  0.310
5 O 14.82 -2.03 20.03  -0.490
6 C 17.05 -3.04 19.79  0.893
7 F 17.52 -1.89 19.31  -0.232
8 F 17.74 -3.52 20.79  -0.218
9 F 16.98 -3.93 18.73  -0.269
10 H 13.33 -4.58 23.55  0.340
11 H 15.05 -4.72 23.80  0.384
12 H 14.28 -5.81 22.76  0.296
13 H 14.29 -2.81 22.33  0.381
14 H 13.33 -3.80 21.25  0.177
15 C 14.31 0.38 16.86  -1.250
16 C 14.35 0.58 18.36  -0.049
17 O 12.96 0.24 18.78  -0.206
18 C 12.66 0.51 20.03  0.247
19 O 13.29 1.08 20.89  -0.619
20 C 11.24 -0.05 20.28  1.061
21 F 11.58 -1.23 20.86  -0.229
22 F 10.67 0.74 21.17  -0.253
23 F 10.52 -0.26 19.21  -0.213
24 H 15.25 0.52 16.36  0.412
25 H 13.50 0.99 16.50  0.319
26 H 14.05 -0.68 16.73  0.305
27 H 14.51 1.64 18.61  0.316
28 H 15.10 0.02 18.92  0.198
29 C 11.03 -8.50 18.50  -0.495
30 C 12.42 -8.52 19.10  -0.327
31 O 12.24 -8.72 20.54  -0.328
32 C 11.77 -7.62 21.18  0.436
33 O 11.62 -6.54 20.68  -0.400
34 C 11.37 -8.11 22.62  0.710
35 F 12.13 -7.55 23.58  -0.252
36 F 10.10 -7.80 22.83  -0.243
37 F 11.46 -9.42 22.76  -0.255
38 H 11.00 -8.21 17.38  0.315
39 H 10.51 -7.69 19.02  -0.081
40 H 10.52 -9.44 18.58  0.340
41 H 13.04 -7.62 18.99  0.256
42 H 12.98 -9.41 18.89  0.299
43 C 5.63 -5.28 13.38  -1.084
44 C 5.18 -6.65 12.97  -0.301
45 O 5.28 -7.56 14.11  -0.343
46 C 6.44 -7.95 14.54  0.401
47 O 7.47 -7.70 13.95  -0.560
48 C 6.39 -8.63 15.91  1.000
49 F 7.58 -8.84 16.44  -0.226
50 F 5.73 -7.86 16.82  -0.274
51 F 5.65 -9.75 15.82  -0.268
52 H 5.48 -4.72 12.45  0.373
53 H 6.69 -5.35 13.47  0.364
54 H 5.06 -4.85 14.21  0.294
55 H 5.74 -6.98 12.12  0.327
56 H 4.10 -6.73 12.90  0.316
57 C 3.57 -2.48 23.95  -1.098
58 C 4.58 -1.99 22.95  -0.231
59 O 5.90 -1.92 23.47  -0.195
60 C 6.21 -1.01 24.35  0.325
61 O 5.66 0.05 24.60  -0.532
62 C 7.53 -1.36 25.15  0.878
63 F 7.99 -2.55 24.85  -0.240
64 F 8.48 -0.45 24.98  -0.251
65 F 7.18 -1.41 26.46  -0.276
66 H 2.57 -2.29 23.56  0.364
67 H 3.69 -1.94 24.89  0.349
68 H 3.70 -3.57 24.06  0.275
69 H 4.22 -1.00 22.48  0.302
70 H 4.53 -2.66 22.11  0.335
71 C 10.02 -3.89 22.48  -0.187
72 C 8.89 -3.25 21.65  -0.590
73 O 8.94 -3.66 20.29  -0.185
74 C 8.39 -4.84 19.89  0.426
75 O 7.64 -5.52 20.50  -0.564
76 C 8.88 -5.19 18.41  0.791
77 F 8.20 -6.22 17.99  -0.236
78 F 8.69 -4.23 17.59  -0.259
79 F 10.21 -5.47 18.39  -0.206
80 H 10.10 -4.95 22.28  -0.095
81 H 9.77 -3.61 23.51  0.369
82 H 10.94 -3.37 22.14  -0.040
83 H 9.05 -2.21 21.63  0.396
84 H 7.96 -3.50 22.09  0.368

Results
Total charge   0
SMILES   CCOC(=O)C(F)(F)F.CCOC(=O)C(F)(F)F.CCOC(=O)C(F)(F)F.CCOC(=O)C(F)(F)F.CCOC(=O)C(F)(F)F.CCOC(=O)C(F)(F)F
Total energy   -98859.368 eV
Energy above the lowest of the compared OMol25 structures with the same formula, charge and spin   54.7 kcal per mole

No. 3
ORCA calculation (ωB97M-V/def2-TZVPD) on 2 unconnected molecules or ions with the total composition C6H12O2 at a distorted geometry.

Last column: natural (NBO) charge in e.
Cartesian coordinates (Å):
1 C -1.94 1.16 0.24  -0.734
2 C -1.05 0.45 -0.74  0.635
3 C -1.43 -1.21 -0.70  -0.736
4 O -0.64 0.94 -1.76  -0.553
5 H -2.98 0.94 0.01  0.249
6 H -1.75 0.81 1.26  0.228
7 H -1.78 2.23 0.19  0.233
8 H -0.86 -1.98 -1.20  0.240
9 H -1.64 -1.53 0.32  0.219
10 H -2.34 -1.16 -1.29  0.226
11 C 1.75 0.32 1.49  -0.623
12 C 1.64 0.42 -0.02  -0.510
13 C 1.21 -1.07 -0.70  0.452
14 O 1.27 -2.06 -0.04  -0.545
15 H 0.77 0.31 1.95  0.199
16 H 2.26 -0.60 1.78  0.224
17 H 2.34 1.15 1.88  0.213
18 H 2.62 0.49 -0.48  0.217
19 H 1.20 1.36 -0.37  0.231
20 H 1.36 -1.00 -1.79  0.134

Results
Total charge   0
SMILES   CC(C)=O.CCC=O
Total energy   -10509.373 eV
Energy above the lowest of the compared OMol25 structures with the same formula, charge and spin   67.7 kcal per mole